Record 1
The molecule C25H29ClN4O3S in a non-equilibrium geometry, computed with wB97M-V/def2-TZVPD.

The geometry in XYZ format:
```
63
Properties=species:S:1:pos:R:3:forces:R:3
O -0.444 -3.829 -2.385 4.4763 -4.2392 -11.5611
C -0.739 -3.473 -1.384 -4.7137 5.5429 10.4228
N -0.216 -2.306 -0.766 -9.4520 -8.2247 1.9894
H -0.678 -2.129 0.129 0.9729 0.9188 -0.4100
C 0.765 -1.827 -1.423 3.0959 12.3546 12.2896
C 1.918 -1.900 -0.366 -0.3367 1.5324 -0.1796
C 1.823 -1.639 1.106 -2.3478 0.0546 -6.5471
C 3.027 -1.615 1.597 -0.3660 0.4461 3.8971
C 4.193 -2.049 1.084 6.0742 -0.8745 2.9386
C 4.335 -2.435 -0.177 -1.2283 0.5808 -3.9773
C 3.111 -2.057 -0.944 3.5863 -4.2828 -2.9419
H 3.114 -2.408 -2.114 0.0889 1.2870 2.8890
H 5.243 -2.922 -0.711 -1.6785 1.1958 1.3130
H 5.141 -2.082 1.841 -2.4968 -0.0744 -1.8225
Cl 2.961 -1.230 3.270 0.7495 0.5999 1.6919
H 0.914 -1.223 1.513 -0.0315 -0.4301 0.4506
H 0.956 -2.188 -2.228 2.1562 -3.8325 -9.7623
H 0.430 -0.640 -1.243 1.7201 -1.6569 -2.1923
C -1.886 -4.105 -0.703 -2.4395 -2.6516 3.3064
H -2.618 -4.674 -1.280 0.8968 0.1196 -1.4632
C -2.939 -3.389 0.182 3.2938 3.0584 5.0480
H -2.430 -2.868 1.250 -0.5064 -1.4509 -2.8011
C -3.627 -2.159 -0.427 3.8424 -1.7648 -5.4942
H -4.209 -2.665 -1.159 -0.5853 -0.0302 -1.5982
H -2.901 -1.390 -1.127 -1.5977 -2.2011 2.2815
C -4.558 -1.521 0.378 3.3459 -8.2260 6.5647
C -4.016 -0.857 1.482 -3.0328 8.6166 2.1471
N -3.296 0.659 0.926 2.0726 -10.6311 2.4073
C -4.178 1.532 0.681 2.7358 5.4486 -3.4757
N -3.418 2.618 0.159 -3.8208 5.1368 -0.9199
C -2.075 2.902 0.009 -1.6897 -6.3489 2.8458
C -1.495 3.940 -0.489 9.1028 -1.2025 0.6103
C -0.064 4.111 -0.312 -4.9031 -8.9496 0.4873
C 0.705 2.883 0.082 -0.7422 6.0333 -1.4146
C 0.057 1.765 0.502 1.8219 3.6470 -1.2727
C -1.256 1.922 0.526 -3.1132 -6.9014 -0.5823
C -1.920 0.492 0.765 1.2459 0.8999 7.1301
O -1.330 -0.486 1.557 -2.3673 4.3326 -5.3866
H 0.632 1.016 0.843 1.1426 -3.0823 1.1640
N 1.969 3.316 0.301 7.4232 -3.1718 1.2719
C 3.039 2.161 1.023 -3.3540 2.6997 -1.0258
H 2.273 1.707 1.823 2.6668 0.6849 -1.4463
C 3.571 1.312 -0.138 2.7068 0.7143 2.2639
O 4.350 2.006 -1.052 -0.5285 3.9596 -2.8961
C 3.452 3.124 -1.809 5.7464 -2.9374 -0.1020
C 2.996 3.922 -0.751 -5.4507 1.7531 2.2740
H 2.278 4.560 -1.245 0.3031 1.4721 -0.1707
H 3.718 4.420 -0.147 0.4919 0.4609 0.0909
H 4.225 3.734 -2.508 -1.9829 -1.7524 1.4832
H 2.674 2.588 -2.283 -0.6444 -0.4477 -0.9995
H 4.416 0.742 0.265 -0.8267 -1.0659 0.4253
H 2.954 0.789 -0.762 -2.5702 -2.0388 -0.5031
H 3.905 2.878 1.304 -1.6179 -1.5771 0.4069
H 0.415 4.927 -0.522 2.4414 4.6953 -1.0423
H -1.949 4.730 -0.575 -5.1109 8.2935 -1.9061
H -3.997 3.527 0.016 0.9120 -2.5058 0.1615
S -5.767 1.543 0.600 -2.4908 0.1180 0.4810
H -3.381 -1.230 2.124 3.6495 -2.0939 2.6751
H -4.793 -0.215 2.163 1.2858 -2.2239 -1.6486
H -5.127 -0.926 0.051 -8.0642 7.9815 -5.9618
H -5.225 -2.346 0.788 0.4623 0.7973 -0.0825
H -3.586 -4.062 0.805 0.0098 0.2541 -1.5235
H -1.441 -4.980 -0.114 -0.4294 1.1801 -0.2977
```
Forces are in eV/Å.

The structure (SMILES) is O=C(CCCCCn1c(=S)[nH]c2ccc(N3CCOCC3)cc2c1=O)NCc1cccc(Cl)c1. The calculation puts the energy above the lowest of the compared OMol25 structures with the same formula, charge and spin at 19.643 eV. The value obtained for the calculated total energy is -2272.54333 Eh. Its orbital gap is 6.8 eV. As for the spin multiplicity: 1.

Record 2
The ion C5H10FN2S with charge +1 in a non-equilibrium geometry, computed with wB97M-V/def2-TZVPD.

The geometry in XYZ format:
```
19
Properties=species:S:1:pos:R:3:forces:R:3
C -1.440 -0.861 0.102 0.9409 1.5975 -1.4516
C -0.865 1.790 -0.655 -0.5638 2.0070 0.5969
C 0.395 1.321 0.069 0.4303 1.2298 -1.7128
C 0.792 -0.040 -0.512 3.1578 1.8782 0.9964
C 2.158 -0.322 0.168 -0.5471 -0.5482 1.8483
N -0.148 -1.025 -0.170 -1.1371 -2.2074 1.4605
N -2.046 -1.917 0.567 -1.8528 -0.2809 0.6328
F 0.112 1.142 1.385 -0.1605 0.1107 0.8743
S -2.299 0.655 -0.289 0.7832 -0.5984 0.3285
H -1.106 2.869 -0.355 -0.2723 -1.7227 0.3135
H -0.798 1.944 -1.731 0.4695 -0.7523 -0.0663
H 1.263 2.111 0.004 -1.7202 -1.5846 -0.2266
H 0.928 0.035 -1.564 -0.1027 0.1345 -1.0256
H 1.816 -0.616 1.257 1.4708 0.4657 -1.9271
H 2.868 0.530 0.183 -1.0049 0.0080 0.2279
H 2.802 -1.046 -0.314 -0.4783 -0.8887 0.0160
H 0.169 -1.921 0.258 0.4340 1.1451 -0.8405
H -1.556 -2.741 0.879 0.0310 0.0140 -0.1395
H -3.046 -1.906 0.719 0.1221 -0.0075 0.0949
```
Forces are in eV/Å.

The calculation puts the energy above the lowest of the compared OMol25 structures with the same formula, charge and spin at 0.000 eV. The value obtained for the calculated total energy is -803.83552 Eh. Its orbital gap is 10.9 eV. As for the spin multiplicity: 1. As for the net charge: +1.

Record 3
The molecule C7H10N2 in a non-equilibrium geometry, computed with wB97M-V/def2-TZVPD.

The geometry in XYZ format:
```
19
Properties=species:S:1:pos:R:3:forces:R:3
C 1.296 -0.755 1.315 -6.6232 -2.8115 2.3442
C 1.023 -0.671 -0.151 -2.0371 -0.0320 0.8532
C 0.866 0.757 -0.628 -0.0852 2.8380 -0.0648
C 0.037 1.693 0.341 -2.9519 -0.2145 -1.7354
C -1.339 1.299 0.225 5.1496 -0.9501 1.1282
C -1.487 -0.165 -0.458 -1.6243 5.4071 -1.0895
C -0.320 -1.130 -0.736 -2.4981 0.0771 -0.5112
H 1.326 -1.777 1.944 0.5213 2.2369 -1.9769
H 0.237 -0.330 1.696 1.8920 -1.2714 -0.0966
H 1.827 0.039 1.655 2.6716 1.7179 0.8416
H 2.331 -0.163 -1.607 1.0469 -0.6156 -4.1922
H 0.423 1.039 -1.654 0.6449 -1.2931 1.4547
H 0.286 2.719 0.701 0.1152 -1.1209 -0.0924
H -2.126 1.860 0.802 0.6455 -0.9173 -0.9897
H -2.437 0.121 -1.188 2.3686 -1.8585 1.2329
H -2.287 -1.660 -0.086 -0.4188 -2.4535 -0.1035
H -0.325 -1.546 -1.766 -0.2158 -0.2978 0.9969
N 2.102 0.017 -0.718 0.6534 1.8497 2.3575
N -1.433 -1.347 0.314 0.7455 -0.2905 -0.3571
```
Forces are in eV/Å.

The structure (SMILES) is C[C@]12N[C@@H]1C=C[C@@H]1N[C@@H]12. The calculation puts the energy above the lowest of the compared OMol25 structures with the same formula, charge and spin at 8.401 eV. The value obtained for the calculated total energy is -381.94342 Eh. Its orbital gap is 9.1 eV. As for the spin multiplicity: 1.

Record 4
A structure of composition C3H4LiLuO3 in a non-equilibrium geometry, computed with wB97M-V/def2-TZVPD.

The geometry in XYZ format:
```
12
Properties=species:S:1:pos:R:3:forces:R:3
C -1.501 0.148 -1.131 -1.7517 -3.5642 -0.1896
C -1.125 -0.992 -0.394 0.2163 2.6106 1.3889
H -1.704 -0.610 -2.045 0.6594 2.2177 -0.3402
H -2.559 0.101 -0.736 -0.0885 0.8832 -0.0867
H -1.593 -1.037 0.603 0.0904 -1.4332 0.2098
O 0.996 0.684 1.156 -5.9173 4.3779 2.6688
C 2.083 0.148 0.782 8.0232 -0.0715 0.2795
O 2.208 -0.772 -0.032 -2.6061 -0.8487 -0.7230
O 3.187 0.619 1.269 -3.0641 0.2166 -0.0757
Lu 0.311 2.414 2.260 2.7375 -2.9170 -1.4327
Li 0.816 -1.872 -0.717 1.4950 -1.0832 -0.4371
H -1.118 1.168 -1.015 0.2059 -0.3882 -1.2620
```
Forces are in eV/Å.

The calculation puts the energy above the lowest of the compared OMol25 structures with the same formula, charge and spin at 6.194 eV. The value obtained for the calculated total energy is -1583.98829 Eh. Its orbital gap (alpha / beta) is 4.5 / 4.0 eV. As for the spin multiplicity: 2. As for the net charge: +3.

Record 5
A cluster of 7 separate species, C32H62BN2O16S in total in a non-equilibrium geometry, computed with wB97M-V/def2-TZVPD.

The geometry in XYZ format:
```
114
Properties=species:S:1:pos:R:3:forces:R:3
C 0.576 -8.100 1.129 -0.5216 -1.1195 -0.3331
C -0.499 -7.140 1.909 0.1602 -1.8353 -0.3630
S 0.060 -5.374 2.183 0.0241 -0.1201 0.2620
C 1.778 -5.271 2.921 1.0454 -0.9344 0.6945
C 2.932 -4.708 1.850 -1.2825 1.1921 -0.4440
B 4.440 -5.252 2.342 1.1989 0.1464 0.4649
N 5.705 -5.129 1.503 -2.4163 -2.0214 0.5255
O 4.616 -5.906 3.687 -0.1497 -1.1681 -3.5647
C 2.651 -4.921 0.234 -0.1007 -0.5697 -2.3140
C 2.132 -3.506 -0.490 -1.0216 -1.5952 0.3199
C 0.895 -4.012 -1.452 -5.1525 -2.3839 -4.2573
O -0.400 -3.627 -1.307 6.5344 -0.9907 0.1618
O 1.141 -4.991 -2.557 0.2710 4.8766 5.8603
C 1.815 -2.625 0.856 -1.9433 3.9537 0.8889
O 0.988 -1.561 1.031 5.5402 -6.5395 -1.1890
N 2.675 -3.194 1.963 -0.2745 0.3761 -1.7493
H 1.467 -8.476 1.812 -1.7763 1.0768 -1.3493
H -0.020 -9.091 0.829 1.2637 2.0110 0.6473
H 0.981 -7.664 0.111 -0.8301 -0.6240 2.2489
H -1.470 -7.083 1.221 2.1835 0.2556 1.5509
H -0.820 -7.706 2.909 0.7369 1.3939 -2.0318
H 2.054 -6.308 3.389 -0.4118 1.8205 -1.0062
H 1.799 -4.490 3.823 -0.3095 -1.7250 -2.1462
H 5.501 -4.967 0.492 0.3382 -0.1811 1.2012
H 6.226 -6.043 1.622 -0.3271 1.7359 -0.2952
H 4.844 -6.866 3.433 -0.3061 2.1145 0.9305
H 1.799 -5.656 -0.106 1.6963 1.1866 1.3647
H 3.555 -5.299 -0.443 -1.5708 0.7385 1.9063
H 2.885 -3.063 -1.285 -1.2311 -0.5586 2.2090
H 3.468 -2.618 2.321 -1.3799 -0.1670 -0.4062
O 3.990 -0.351 2.724 1.0788 0.8269 -1.9239
C 4.349 0.280 1.730 -0.5259 -0.6871 1.5191
O 5.448 -0.098 1.040 -0.1886 -0.5596 0.1792
C 5.827 0.435 -0.243 0.0702 0.2288 -0.0368
C 6.656 1.693 -0.082 0.0118 0.1581 0.1424
C 3.636 1.535 1.322 -0.6741 0.0174 -0.3251
H 4.953 0.586 -0.883 0.0182 0.0359 0.1672
H 6.435 -0.335 -0.730 -0.1980 -0.0482 0.3160
H 6.088 2.488 0.409 0.0131 -0.0406 -0.1616
H 6.994 2.060 -1.055 -0.0470 -0.0101 0.1078
H 7.532 1.497 0.544 -0.0971 -0.0594 -0.1516
H 4.058 2.383 1.866 0.0190 -0.0668 -0.0817
H 2.579 1.433 1.584 0.2715 -0.0439 0.1729
H 3.665 1.727 0.251 0.2138 0.1096 0.0396
O -5.239 1.715 0.001 1.3283 -1.2891 -0.4332
C -4.258 1.042 -0.311 -0.8230 -0.0115 0.5296
O -4.300 -0.307 -0.232 -0.9989 1.1723 -0.1924
C -3.295 -1.187 -0.769 0.8850 -0.5503 0.1892
C -2.176 -1.404 0.231 -0.1114 0.0479 -0.0134
C -2.965 1.702 -0.690 0.1136 0.3631 -0.6980
H -2.931 -0.828 -1.736 -0.0900 0.1371 0.0803
H -3.792 -2.143 -0.963 -0.1667 0.3389 0.0735
H -1.656 -0.470 0.461 0.0224 -0.0878 -0.0234
H -1.447 -2.120 -0.156 -0.0076 0.0243 -0.0379
H -2.576 -1.784 1.177 0.0929 0.0512 -0.2617
H -2.387 1.909 0.213 -0.0196 -0.1221 -0.0966
H -3.194 2.647 -1.192 -0.0632 -0.0623 0.3110
H -2.367 1.124 -1.392 0.1004 -0.1636 0.2796
O 2.590 2.444 -4.121 -1.5258 -1.2267 0.0329
C 1.533 1.816 -4.168 1.3169 0.1449 -0.0715
O 1.521 0.480 -3.956 0.5733 0.8529 0.2286
C 0.328 -0.305 -3.780 -0.2793 -0.4458 -0.0941
C -0.226 -0.755 -5.117 0.0042 0.1135 -0.2334
C 0.255 2.496 -4.557 -0.4192 0.4725 0.4599
H -0.411 0.228 -3.175 0.1157 0.0729 -0.0928
H 0.622 -1.187 -3.199 0.1253 0.2759 -0.0468
H -0.525 0.096 -5.735 -0.0813 -0.0092 0.0651
H -1.096 -1.403 -4.975 0.1578 0.0344 0.0454
H 0.535 -1.305 -5.681 -0.1127 -0.0161 0.2095
H 0.164 2.498 -5.646 -0.0174 -0.0540 0.1110
H 0.291 3.530 -4.200 0.1643 -0.1499 -0.2339
H -0.632 2.052 -4.109 0.0151 -0.1665 -0.2156
O 8.334 5.570 -1.761 -1.9012 0.0701 -1.3463
C 7.436 5.720 -2.588 1.2520 -0.4911 1.1102
O 6.270 5.046 -2.461 0.3304 0.1877 0.5849
C 5.090 5.307 -3.243 -0.1400 -0.1582 -0.3145
C 5.120 4.528 -4.543 0.2089 -0.0870 -0.1605
C 7.648 6.572 -3.803 -0.0174 0.7696 -0.0209
H 4.947 6.380 -3.398 0.1689 -0.0562 0.0012
H 4.239 4.967 -2.642 0.3561 -0.0144 0.0712
H 5.961 4.830 -5.173 -0.0766 0.1139 0.0272
H 4.194 4.680 -5.105 0.0849 -0.0977 0.1351
H 5.241 3.458 -4.346 -0.2150 0.1983 0.0307
H 8.109 5.971 -4.590 -0.0976 0.0481 0.0622
H 8.323 7.391 -3.537 0.0502 -0.3365 -0.0276
H 6.738 7.039 -4.175 -0.0261 -0.2261 -0.1476
O -2.198 -0.975 3.337 -1.9318 0.9518 1.7364
C -3.228 -0.600 3.896 1.5765 -0.9271 -1.1701
O -3.207 -0.244 5.200 0.4476 0.2965 0.2087
C -4.295 0.404 5.884 -0.0696 -0.1590 -0.0633
C -5.276 -0.616 6.428 -0.0998 -0.2314 -0.0473
C -4.543 -0.624 3.175 -0.1780 0.5595 -0.4452
H -4.775 1.152 5.247 0.0206 -0.1693 -0.0348
H -3.851 0.954 6.721 0.1822 -0.1677 -0.2573
H -5.739 -1.195 5.624 -0.0125 0.1448 0.0464
H -6.067 -0.123 7.000 0.0755 -0.0251 -0.0524
H -4.763 -1.331 7.079 -0.0174 0.1859 -0.0433
H -4.991 -1.615 3.275 0.0207 0.0877 0.0059
H -4.360 -0.420 2.116 -0.0027 -0.3050 0.2448
H -5.242 0.138 3.514 -0.1089 -0.1533 0.1506
O -7.909 3.779 3.025 -0.6640 0.9899 -2.0444
C -8.152 4.040 1.848 0.2955 -0.9389 1.5464
O -8.771 5.195 1.516 0.1655 0.4916 0.3992
C -8.908 5.688 0.171 -0.1016 -0.1605 -0.0216
C -10.146 5.116 -0.491 -0.1403 -0.2241 -0.0017
C -7.858 3.042 0.767 0.6359 -0.0288 -0.0326
H -7.999 5.510 -0.411 -0.0980 -0.1298 0.1043
H -9.015 6.776 0.250 0.0753 -0.2191 0.2755
H -10.086 4.028 -0.583 0.0770 0.1220 -0.0684
H -10.280 5.541 -1.489 0.0195 -0.0226 0.0926
H -11.036 5.335 0.108 0.1597 0.0818 -0.0791
H -8.705 2.359 0.666 0.0283 0.0848 -0.0153
H -6.970 2.471 1.055 -0.4051 0.0623 -0.0237
H -7.627 3.495 -0.196 -0.1798 -0.0697 -0.0377
```
Forces are in eV/Å.

The value obtained for the calculated total energy is -2992.82753 Eh. Its orbital gap is 6.6 eV. As for the spin multiplicity: 1. As for the net charge: -1.

Record 6
The molecule C15H17N5O2 in a non-equilibrium geometry, computed with wB97M-V/def2-TZVPD.

The geometry in XYZ format:
```
39
Properties=species:S:1:pos:R:3:forces:R:3
N -0.344 0.672 1.914 -1.9423 3.0919 1.7583
N 0.541 -0.699 0.390 1.1346 -2.5243 0.8272
N 1.055 -2.635 -0.982 1.2447 -3.6333 0.2545
N 0.524 -0.616 -1.865 0.8497 1.4546 -1.8777
O -2.614 2.319 4.143 1.2446 -0.9036 -0.4816
O -2.973 1.654 -0.936 -0.7299 3.0873 -1.5931
C -1.280 1.550 2.223 1.2512 -2.5381 1.4714
C -0.356 0.172 0.648 0.8946 -1.5130 -2.4976
C 0.724 -1.369 -0.830 -1.3889 1.5488 -0.2408
C 0.576 -0.741 -5.423 0.1894 1.3193 -1.2415
C 0.655 -2.108 -5.705 0.1539 -1.8906 2.8007
C 0.690 -0.289 -4.146 -0.0456 2.4170 -1.4984
C 1.197 -3.245 -2.199 0.7178 -0.6473 5.0740
C 0.894 -3.019 -4.589 -0.3457 4.4534 -2.6940
C 0.777 -1.119 -3.091 -0.4413 -1.7523 2.1978
C 1.006 -2.505 -3.281 -1.0738 2.0298 -3.9775
N -1.268 0.571 -0.297 1.6680 -0.1516 0.9041
C -3.321 1.141 4.528 -1.0613 0.0578 -0.0375
C -1.221 2.085 3.672 -2.3923 1.3764 -1.6051
C 1.683 -4.690 -2.315 -1.4819 -0.1142 1.8871
C -2.469 1.869 1.350 2.9419 2.9272 -0.0582
C -1.866 1.864 -0.087 -3.9844 -4.2346 0.5714
H -3.356 0.880 -0.560 -0.6156 -0.9696 0.0140
H 0.453 0.052 -6.217 0.1351 -1.2651 0.6990
H 0.481 -2.478 -6.700 0.1619 -0.1812 -0.1258
H 0.741 0.768 -3.877 -0.4277 -0.1380 -0.4313
H 1.017 -4.007 -4.823 0.2396 -2.4352 -0.2703
H -0.904 0.404 -1.266 -0.3335 0.2575 1.0833
H -3.614 0.385 3.749 0.8464 0.7580 0.1173
H -2.802 0.649 5.330 0.4058 -0.5024 0.3260
H -4.302 1.441 4.944 0.5771 0.2740 -0.1870
H -0.824 3.123 3.599 0.0276 -0.7466 0.3700
H -0.631 1.432 4.288 0.1384 -0.1973 0.4152
H 2.683 -4.762 -2.749 -0.1513 0.0262 0.2333
H 0.974 -5.312 -2.881 0.2578 0.3924 -0.2827
H 1.583 -5.124 -1.284 0.7636 0.3871 -0.8605
H -2.892 2.855 1.660 0.4340 -0.5631 -0.4498
H -3.267 1.192 1.486 -0.6530 -1.1685 -0.1485
H -1.220 2.602 -0.409 0.7907 2.2111 -0.4456
```
Forces are in eV/Å.

The structure (SMILES) is COCC1=N/C(=N/c2nc(C)c3ccccc3n2)N[C@@H](O)C1. The calculation puts the energy above the lowest of the compared OMol25 structures with the same formula, charge and spin at 2.521 eV. The value obtained for the calculated total energy is -1005.95991 Eh. Its orbital gap is 8.1 eV. As for the spin multiplicity: 1.